Entry P
Here is a single C2H6N2O3 molecule from the Open Molecules 2025 dataset. Energies are from wB97M-V/def2-TZVPD.

Last column: Löwdin charge in e.
CARTESIAN COORDINATES (ANGSTROEM)
C (1.7857, -0.1521, -0.0252)  -0.437
C (0.2504, -0.1758, 0.0441)  -0.460
N (-0.2813, -0.3647, 1.3276)  0.140
N (-0.3372, 0.9897, -0.5750)  0.100
O (2.2789, 1.1148, -0.1630)  0.120
O (2.4313, -1.1475, 0.0506)  0.151
O (-0.1477, -1.3537, -1.0217)  -0.029
H (0.1892, -1.0219, 1.8622)  0.073
H (-1.2740, -0.2813, 1.5548)  0.116
H (-1.0524, 1.1825, 0.0822)  0.061
H (1.7738, 1.8396, -0.4879)  0.087
H (-0.7518, 0.7376, -1.4766)  0.104
H (0.5713, -1.8720, -1.0950)  -0.026

Output
HOMO energy   -10.20 eV
SMILES string   NC(N)(O)C(=O)O
2S+1   1
Frontier orbital gap   10.93 eV

Entry Q
Here is 3 unconnected molecules or ions with the total composition C2H6N2O3 from the Open Molecules 2025 dataset. Energies are from wB97M-V/def2-TZVPD.

Last column: Löwdin charge in e.
CARTESIAN COORDINATES (ANGSTROEM)
C (2.1915, 0.1858, 0.0860)  0.003
C (-0.0578, -0.0948, -0.0579)  -0.463
H (1.9899, 0.7506, -0.8921)  0.135
H (2.3242, 0.6199, 0.9806)  0.048
H (3.0733, -0.4231, -0.0415)  0.084
H (-0.6187, -1.9621, -0.4023)  0.159
H (-2.9912, -0.1386, -0.1328)  0.299
H (-1.9240, 1.1498, 0.8275)  0.278
N (-1.1392, -1.0089, -0.5926)  -0.030
N (-0.2693, 1.1744, 0.2299)  -0.007
O (1.0661, -0.7750, -0.1065)  -0.050
O (-2.0810, -0.9361, 0.5093)  -0.239
O (-1.5637, 1.4580, -0.4076)  -0.217

Output
HOMO energy   -9.46 eV
2S+1   1
Frontier orbital gap   9.53 eV

Relative energy table, unit eV: entry P 0.000; entry Q 8.538

Entry P
Here is 2 unconnected molecules or ions with the total composition C3H11N5 from the Open Molecules 2025 dataset. Energies are from wB97M-V/def2-TZVPD.

Last column: Löwdin charge in e.
CARTESIAN COORDINATES (ANGSTROEM)
N (0.2430, -1.4622, 0.6734)  0.063
C (-0.8047, -2.0444, -0.0716)  -0.634
N (-0.2812, -2.7472, -1.1636)  0.078
N (-2.0857, -1.9548, 0.0665)  0.071
H (-0.0341, -1.1854, 1.6746)  0.134
H (1.0519, -2.1095, 0.6584)  0.094
H (0.6118, -3.2261, -1.1874)  0.082
H (-1.0317, -3.0676, -1.8209)  0.113
H (-2.3478, -1.3427, 0.8754)  0.044
C (1.0134, 1.5874, 0.0054)  -0.247
C (-0.0797, 2.3764, -0.0860)  -0.209
N (-1.2890, 2.0769, -0.7902)  0.018
N (2.1966, 1.9962, 0.6982)  -0.016
H (0.9317, 0.5301, -0.2552)  0.063
H (-0.0778, 3.3452, 0.3794)  0.094
H (-2.0475, 2.5305, -0.3041)  0.061
H (-1.4593, 1.0629, -0.6880)  0.068
H (2.9011, 2.4017, 0.0889)  0.064
H (2.5889, 1.2325, 1.2468)  0.058

Output
HOMO energy   -7.70 eV
SMILES string   N/C=C/N.N=C(N)N
2S+1   1
Frontier orbital gap   8.26 eV

Entry Q
Here is a molecular structure, C3H11N5 from the Open Molecules 2025 dataset. Energies are from wB97M-V/def2-TZVPD.

Last column: Löwdin charge in e.
CARTESIAN COORDINATES (ANGSTROEM)
C (-2.2432, -1.7577, 0.8409)  -0.086
C (-0.0177, 0.5294, 0.0137)  -0.593
C (1.6526, 2.2621, -0.9640)  -0.133
H (-3.0519, -1.0321, 1.1327)  0.030
H (-1.9549, -1.8378, 2.1030)  0.104
H (-2.4079, -2.9174, 0.5067)  0.092
H (-1.6604, -1.8185, -1.1923)  0.031
H (-0.1938, 2.0972, -1.1056)  0.063
H (1.6462, 3.4651, -0.7555)  0.123
H (1.9012, 1.9262, -2.0771)  0.101
H (2.5952, 1.7920, -0.4129)  0.087
H (1.2669, 0.9121, 1.3058)  0.212
H (1.6890, -0.5929, -0.2490)  0.122
H (0.7254, -2.1496, 0.5916)  0.116
N (-1.2284, -1.3476, -0.4679)  -0.110
N (-0.7844, -0.0437, -0.7858)  0.025
N (0.3565, 1.7920, -0.3773)  -0.064
N (0.4234, -0.0976, 1.2450)  -0.033
N (1.2864, -1.1812, 0.6481)  -0.087

Output
HOMO energy   -8.07 eV
2S+1   1
Frontier orbital gap   8.77 eV

Relative energy table, unit eV: entry P 0.000; entry Q 7.499

Entry P
Here is a gas-phase ion, C20H30BrN2O3 (charge +1) from the Open Molecules 2025 dataset. Energies are from wB97M-V/def2-TZVPD.

Last column: Löwdin charge in e.
CARTESIAN COORDINATES (ANGSTROEM)
C (-1.4701, -0.2729, -6.0004)  -0.061
H (-0.6030, 0.2971, -5.6550)  0.100
H (-1.1616, -1.2824, -6.2854)  0.102
H (-1.9100, 0.2269, -6.8609)  0.101
O (-2.4850, -0.3049, -5.0221)  -0.077
C (-2.2359, -0.9216, -3.8336)  -0.192
C (-1.0337, -1.4896, -3.4470)  0.038
C (-0.9121, -2.1058, -2.2039)  -0.207
C (-2.0001, -2.1485, -1.3486)  -0.096
C (-3.1935, -1.5519, -1.7200)  -0.580
C (-3.3389, -0.9352, -2.9543)  -0.289
O (-4.5074, -0.3690, -3.2917)  0.070
H (-4.4466, -0.0067, -4.1868)  0.123
Br (-4.6626, -1.5604, -0.5242)  0.816
H (-1.9515, -2.6360, -0.3890)  0.105
C (0.4019, -2.7102, -1.7766)  -0.063
H (0.3330, -3.8013, -1.7658)  0.143
N (0.7788, -2.2373, -0.4208)  -0.136
H (0.0451, -1.4668, -0.0890)  0.102
C (2.0572, -1.5008, -0.3819)  -0.103
C (2.4586, -1.1834, 1.0674)  -0.089
H (3.1676, -1.9288, 1.4304)  0.129
H (2.9613, -0.2167, 1.0993)  0.127
C (1.2533, -1.1849, 2.0207)  -0.194
H (1.6163, -1.0122, 3.0321)  0.128
C (0.5714, -2.5698, 1.9860)  -0.086
C (0.7651, -3.2635, 0.6343)  -0.107
H (-0.0531, -3.9615, 0.4565)  0.135
H (1.7041, -3.8227, 0.6018)  0.144
H (0.9841, -3.2019, 2.7715)  0.130
H (-0.4937, -2.4485, 2.1897)  0.131
C (0.2483, -0.0998, 1.6289)  -0.353
O (-0.4696, -0.2956, 0.6258)  0.036
N (0.1208, 1.0050, 2.3440)  -0.016
C (0.9272, 1.4589, 3.4588)  -0.121
H (1.6350, 0.6987, 3.7817)  0.115
C (1.6790, 2.7339, 3.0693)  -0.138
H (2.2716, 3.0674, 3.9212)  0.126
C (0.7036, 3.8320, 2.6410)  -0.389
C (1.4496, 5.0864, 2.2002)  -0.064
H (0.7470, 5.8632, 1.9113)  0.082
H (2.0663, 5.4675, 3.0097)  0.082
H (2.0931, 4.8729, 1.3496)  0.083
C (-0.1811, 3.2897, 1.5174)  -0.136
C (-0.8711, 1.9998, 1.9515)  -0.109
H (-1.4737, 1.5866, 1.1427)  0.126
H (-1.5163, 2.1913, 2.8133)  0.140
H (-0.9407, 4.0226, 1.2475)  0.126
H (0.4289, 3.0956, 0.6322)  0.128
H (0.0672, 4.0849, 3.4957)  0.146
H (2.3644, 2.5154, 2.2468)  0.122
H (0.2528, 1.6756, 4.2936)  0.140
H (1.9236, -0.5806, -0.9544)  0.146
H (2.8381, -2.0984, -0.8602)  0.140
H (1.1826, -2.4359, -2.4880)  0.131
H (-0.1854, -1.4658, -4.1120)  0.113

Output
HOMO energy   -10.91 eV
SMILES string   COc1cc(C[N@H+]2CC[C@H](C(=O)N3CCC(C)CC3)CC2)cc(Br)c1O
Total charge   +1
2S+1   1
Frontier orbital gap   8.84 eV

Entry Q
Here is a gas-phase ion, C20H30BrN2O3 (charge +1) from the Open Molecules 2025 dataset. Energies are from wB97M-V/def2-TZVPD.

Last column: Löwdin charge in e.
CARTESIAN COORDINATES (ANGSTROEM)
C (-2.1668, -3.0170, 2.2717)  -0.055
H (-2.3947, -2.5597, 3.2383)  0.105
H (-2.0667, -4.0933, 2.3958)  0.102
H (-1.2323, -2.6055, 1.8797)  0.089
O (-3.2272, -2.8373, 1.3596)  -0.073
C (-3.5680, -1.5686, 0.9989)  -0.188
C (-2.9354, -0.4114, 1.4151)  0.032
C (-3.3735, 0.8327, 0.9598)  -0.232
C (-4.4450, 0.9140, 0.0894)  -0.089
C (-5.0848, -0.2451, -0.3241)  -0.584
C (-4.6652, -1.4945, 0.1140)  -0.289
O (-5.2960, -2.6001, -0.3065)  0.071
H (-4.9031, -3.3796, 0.1112)  0.124
Br (-6.5481, -0.1493, -1.5261)  0.818
H (-4.8036, 1.8659, -0.2680)  0.111
C (-2.6351, 2.0695, 1.3938)  -0.072
H (-3.1992, 2.9687, 1.1344)  0.143
N (-1.3061, 2.1221, 0.7449)  -0.127
H (-0.7750, 1.1829, 0.9261)  0.114
C (-0.4107, 3.1763, 1.2472)  -0.100
C (1.0296, 2.7762, 0.9136)  -0.091
H (1.6460, 3.6729, 0.8629)  0.130
H (1.4296, 2.1463, 1.7097)  0.129
C (1.1120, 2.0131, -0.4256)  -0.198
H (2.0690, 2.2512, -0.8876)  0.134
C (-0.0235, 2.4819, -1.3475)  -0.089
C (-1.4007, 2.2052, -0.7280)  -0.093
H (-1.8072, 1.2584, -1.0879)  0.143
H (-2.1015, 2.9998, -0.9954)  0.145
H (0.1055, 3.5511, -1.5221)  0.129
H (0.0415, 1.9841, -2.3150)  0.130
C (1.0143, 0.5031, -0.1915)  -0.361
O (0.2403, 0.0834, 0.6927)  0.021
N (1.7217, -0.3339, -0.9319)  -0.020
C (2.6464, -0.0214, -2.0034)  -0.127
H (2.5864, 1.0254, -2.2933)  0.116
C (4.0700, -0.3929, -1.5858)  -0.136
H (4.7534, -0.1598, -2.4021)  0.126
C (4.1520, -1.8807, -1.2357)  -0.389
C (5.5504, -2.2549, -0.7575)  -0.063
H (6.2866, -2.0372, -1.5266)  0.082
H (5.8132, -1.6954, 0.1374)  0.084
H (5.6015, -3.3152, -0.5259)  0.082
C (3.1024, -2.1960, -0.1679)  -0.135
C (1.7127, -1.7580, -0.6246)  -0.113
H (0.9730, -1.9372, 0.1555)  0.115
H (1.4209, -2.3042, -1.5261)  0.139
H (3.0861, -3.2658, 0.0394)  0.126
H (3.3577, -1.6770, 0.7586)  0.129
H (3.9216, -2.4624, -2.1350)  0.146
H (4.3625, 0.2031, -0.7183)  0.127
H (2.3560, -0.6242, -2.8705)  0.139
H (-0.5324, 3.2757, 2.3265)  0.139
H (-0.6830, 4.1279, 0.7847)  0.144
H (-2.4771, 2.0520, 2.4748)  0.143
H (-2.1004, -0.4652, 2.0944)  0.114

Output
HOMO energy   -11.04 eV
SMILES string   COc1cc(C[N@H+]2CC[C@H](C(=O)N3CCC(C)CC3)CC2)cc(Br)c1O
Total charge   +1
2S+1   1
Frontier orbital gap   8.89 eV

Relative energy table, unit eV: entry P 0.221; entry Q 0.000